1.
Formula: C35H31CaN6O4S
Source: the OMol25 dataset
Level of theory: ωB97M-V/def2-TZVPD

gap between HOMO and LUMO: 5.72 eV
net charge: -1

Each line ends with the Mulliken charge.
CARTESIAN COORDINATES (ANGSTROEM)
Ca 0.706 -0.394 1.529  1.88
C -1.041 4.104 3.002  -0.75
O 0.339 4.215 2.684  -0.45
C 1.169 3.479 3.507  0.33
C 2.083 4.161 4.275  -0.40
C 2.997 3.473 5.077  -0.68
C 2.957 2.098 5.085  -0.90
C 2.046 1.368 4.304  0.91
C 2.134 -0.082 4.407  -0.61
N 1.472 -0.904 3.688  0.24
N 1.708 -2.253 3.875  -0.81
C 0.990 -2.965 3.031  0.19
O 0.155 -2.528 2.163  -0.97
C 1.227 -4.446 3.080  0.40
C 0.567 -5.262 2.166  -0.33
C 0.784 -6.633 2.163  -0.66
C 1.663 -7.201 3.073  -0.29
C 2.327 -6.390 3.986  -0.62
C 2.113 -5.021 3.989  -0.22
C 1.115 2.053 3.463  0.72
O 0.256 1.468 2.689  -1.20
H -1.358 3.062 3.018  0.24
H -1.585 4.641 2.225  0.23
H -1.248 4.571 3.972  0.30
H 2.075 5.243 4.230  0.41
H 3.718 4.012 5.678  0.37
H 3.654 1.543 5.705  0.32
H 2.833 -0.474 5.152  0.27
H -0.105 -4.803 1.453  0.37
H 0.268 -7.254 1.441  0.41
H 1.835 -8.271 3.070  0.37
H 3.017 -6.828 4.697  0.37
H 2.625 -4.375 4.689  0.44
C 3.279 -2.614 0.266  -0.74
C 3.273 -1.187 -0.196  0.55
N 3.745 -0.939 -1.435  -0.42
O 2.863 -0.272 0.529  -0.68
H 4.121 -3.170 -0.144  0.45
H 2.353 -3.062 -0.107  0.09
H 3.294 -2.647 1.355  0.19
H 3.641 -1.697 -2.096  0.28
H 3.489 -0.035 -1.803  0.25
N -3.235 3.274 -3.943  0.03
C -3.420 4.347 -4.784  0.68
C -4.423 4.679 -5.687  -1.02
C -4.270 5.867 -6.377  -0.40
C -3.156 6.695 -6.172  -0.46
C -2.163 6.358 -5.274  -0.74
C -2.297 5.163 -4.569  0.53
N -1.463 4.588 -3.632  -0.66
C -2.046 3.474 -3.285  -0.11
C -1.511 2.516 -2.312  1.13
C -2.225 1.398 -1.898  -0.54
C -1.652 0.530 -0.987  -0.95
N -0.430 0.705 -0.495  0.39
C 0.258 1.772 -0.902  -0.63
C -0.238 2.709 -1.788  -0.82
H -3.827 2.468 -3.862  0.17
H -5.282 4.041 -5.847  0.37
H -5.026 6.166 -7.091  0.37
H -3.078 7.617 -6.734  0.37
H -1.301 6.992 -5.112  0.43
H -3.220 1.180 -2.264  0.28
H -2.178 -0.363 -0.670  0.50
H 1.260 1.879 -0.498  0.51
H 0.346 3.567 -2.085  0.49
S 0.857 -1.845 -2.205  -0.39
C -0.500 -2.942 -2.209  0.19
C -1.188 -3.277 -1.030  -0.37
C -2.284 -4.128 -1.047  -0.69
C -2.739 -4.680 -2.237  -0.49
C -2.069 -4.366 -3.414  -0.41
C -0.975 -3.516 -3.402  -0.52
H -0.834 -2.881 -0.083  0.46
H -2.783 -4.363 -0.113  0.40
H -3.594 -5.346 -2.248  0.36
H -2.402 -4.789 -4.356  0.32
H -0.462 -3.276 -4.326  0.36

2.
Formula: C6H8O5Tl
Source: the OMol25 dataset
Level of theory: ωB97M-V/def2-TZVPD

gap between HOMO and LUMO (alpha / beta): 8.86 / 8.42 eV
⟨S²⟩: 0.753
spin multiplicity: 2

Each line ends with the Mulliken charge.
CARTESIAN COORDINATES (ANGSTROEM)
O -3.515 0.957 0.011  -0.79
C -2.417 1.294 -0.499  0.92
O -2.314 2.188 -1.376  -0.77
O -1.328 0.663 -0.036  -0.27
C 0.758 -0.428 -0.399  0.04
C -0.132 0.707 -0.818  -0.94
Tl -4.948 2.652 -1.344  0.72
H 1.699 -0.626 2.572  0.36
H 1.658 -0.146 0.150  0.67
H -0.388 0.624 -1.884  0.33
H 0.359 1.681 -0.678  0.39
O 2.321 1.587 2.985  -0.34
C 2.507 0.663 3.717  0.37
O 2.144 -0.567 3.476  -0.37
C 0.160 -1.860 -0.348  -0.49
C 1.082 -1.529 -1.473  -0.77
H 0.522 -2.526 0.435  0.24
H -0.904 -1.954 -0.574  0.19
H 2.075 -1.984 -1.445  0.28
H 0.662 -1.395 -2.472  0.25

3.
Formula: C23H31N3O5
Source: the OMol25 dataset
Level of theory: ωB97M-V/def2-TZVPD

gap between HOMO and LUMO: 8.66 eV

Each line ends with the Mulliken charge.
CARTESIAN COORDINATES (ANGSTROEM)
C 2.202 -2.646 -1.313  -0.72
C 0.943 -3.053 -1.953  -0.72
H 1.010 -3.025 -3.033  0.39
H 0.694 -4.035 -1.755  0.54
O -0.096 -2.054 -1.746  -0.14
C -0.311 -1.179 -2.588  0.70
O 0.471 -0.940 -3.559  -0.67
C -1.667 -0.316 -2.155  -0.77
C -2.664 -0.531 -1.238  1.64
C -3.462 0.464 -1.392  -0.45
N -3.257 1.129 -2.491  -1.03
N -2.077 0.755 -2.946  0.58
H -1.258 1.322 -3.502  0.44
H -4.491 0.592 -0.918  0.36
C -2.773 -1.519 -0.112  -1.45
N -2.143 -1.395 1.126  0.22
C -0.664 -1.564 1.522  -0.81
C 0.218 -0.516 1.018  -1.84
H 1.025 -0.716 1.459  2.01
H 0.114 -0.487 -0.066  -0.87
C -0.288 0.967 1.639  4.34
C -0.124 0.678 3.066  -1.55
O -0.914 1.305 3.963  -0.70
O 1.032 0.021 3.491  -0.05
C 1.046 0.296 4.966  -0.69
C 0.495 -1.000 5.716  -1.08
H 0.918 -1.875 5.170  0.24
H -0.709 -0.838 5.595  0.18
H 0.879 -1.141 6.598  0.61
H 2.432 -0.084 5.064  0.19
H 0.908 1.099 5.430  0.68
C -1.749 1.296 1.324  -1.16
C -2.656 -0.052 1.771  -1.65
H -3.543 0.251 1.426  0.78
H -2.545 -0.084 2.806  0.62
H -2.233 1.938 1.926  0.61
H -1.885 1.524 0.316  0.61
C 0.743 1.785 1.182  -2.12
C 1.216 1.795 -0.190  0.45
C 0.480 2.046 -1.445  0.30
C 1.239 1.823 -2.505  1.12
C 2.398 1.144 -2.845  -1.65
C 3.120 1.038 -1.636  -1.08
C 2.658 1.287 -0.335  -1.46
H 2.988 1.037 0.491  1.00
H 4.103 0.633 -1.466  0.36
H 2.935 1.189 -3.566  1.33
O 0.481 2.328 -3.505  -0.63
C 0.694 2.127 -4.916  -0.85
H 1.706 2.553 -5.275  0.32
H -0.020 2.448 -5.595  0.36
H 0.920 1.025 -5.071  0.25
H -0.514 2.690 -1.070  0.16
H 0.197 2.898 1.285  0.29
H 1.592 2.052 2.020  0.28
H -0.572 -2.740 1.014  0.14
H -0.718 -1.633 2.549  0.53
H -3.796 -1.893 -0.059  0.48
H -2.336 -2.625 -0.400  0.25
H 2.118 -2.881 -0.155  0.10
H 3.054 -3.090 -1.540  0.65
H 2.436 -1.622 -1.594  0.00

4.
Formula: C2H6Br2N
Source: the OMol25 dataset
Level of theory: ωB97M-V/def2-TZVPD

gap between HOMO and LUMO: 9.41 eV
net charge: +1

Each line ends with the Mulliken charge.
CARTESIAN COORDINATES (ANGSTROEM)
C -0.787 -0.071 -1.108  -0.52
C 0.983 -0.503 1.208  -0.28
N 0.090 0.525 -0.172  -0.36
Br -2.250 1.149 -1.780  -0.03
Br -0.185 -1.382 2.175  0.12
H -0.250 -0.261 -2.077  0.34
H -1.293 -0.906 -0.642  0.34
H 1.514 0.359 1.812  0.33
H 1.796 -0.978 0.610  0.34
H -0.438 1.019 0.574  0.39
H 0.820 1.050 -0.601  0.32

5.
Formula: C3H7NO2
Source: the OMol25 dataset
Level of theory: ωB97M-V/def2-TZVPD

SMILES string: C=CN.O=CO
gap between HOMO and LUMO: 9.12 eV

Each line ends with the Mulliken charge.
CARTESIAN COORDINATES (ANGSTROEM)
C -1.034 0.591 -0.082  0.07
C -1.168 1.863 0.291  -0.86
N -1.691 -0.504 0.436  -0.45
H -0.348 0.375 -0.886  0.32
H -0.459 2.545 -0.142  0.26
H -1.890 2.214 1.020  0.25
H -2.486 -0.388 1.041  0.19
H 1.756 -0.756 1.078  0.35
H -1.817 -1.248 -0.232  0.22
O 2.239 -1.467 0.615  -0.41
C 2.289 -1.155 -0.681  0.17
O 2.026 -0.081 -1.135  -0.46
H 2.584 -1.991 -1.322  0.35

6.
Formula: C50H56Cl2IN5O13S
Source: the OMol25 dataset
Level of theory: ωB97M-V/def2-TZVPD

SMILES string: C=C[C@]1(CCCCCN)[C@@H](I)[C@](C(=O)[O-])(c2ccccn2)[N@@+](N)(/C(Cl)=C(\C)Cl)[C@]1(CCN)CCCCS(=O)(=O)O.O=C1C=CC(=O)C=C1.O=C1C=CC(=O)C=C1.O=C1C=CC(=O)C=C1.O=C1C=CC(=O)C=C1
gap between HOMO and LUMO: 6.56 eV

Each line ends with the Mulliken charge.
CARTESIAN COORDINATES (ANGSTROEM)
C 0.152 -0.048 -1.392  -1.23
C -0.797 -0.958 -1.569  -0.51
C -1.350 -1.934 -0.501  2.75
C -0.089 -2.707 -0.093  -0.04
C 0.708 -3.487 -1.167  -1.29
C 2.220 -3.176 -0.981  -1.05
C 2.784 -3.675 0.359  -0.59
C 3.779 -2.721 1.081  -0.80
N 3.611 -1.280 0.823  -0.03
C -2.594 -2.580 -1.334  -4.01
I -2.231 -3.807 -3.071  0.11
C -3.770 -2.949 -0.381  2.38
C -4.365 -4.399 -0.408  0.00
O -4.694 -4.880 -1.488  -0.70
O -4.616 -4.901 0.722  -0.67
C -5.096 -2.270 -0.929  -0.02
C -6.306 -2.549 -0.268  -0.63
C -7.481 -2.011 -0.788  -0.98
C -7.332 -1.267 -1.957  -0.57
C -6.108 -1.048 -2.553  -0.64
N -4.991 -1.569 -2.031  -0.18
N -3.180 -2.501 0.922  1.84
N -4.275 -2.052 1.810  -0.85
C -2.604 -3.529 1.919  0.64
Cl -2.662 -3.166 3.653  -0.08
C -2.029 -4.698 1.619  0.28
C -1.794 -5.255 0.256  -1.22
Cl -1.456 -5.779 2.857  -0.17
C -2.261 -1.327 0.669  1.24
C -1.282 -0.969 1.815  -0.84
C -1.797 -0.104 2.995  -2.26
N -0.972 1.130 3.100  -0.28
C -2.993 -0.012 0.301  -1.15
C -2.131 1.257 0.108  0.60
C -2.829 2.515 0.714  -1.49
C -3.819 3.206 -0.246  -1.26
S -2.902 4.135 -1.506  1.47
O -1.579 4.421 -1.043  -0.63
O -3.664 5.289 -1.888  -0.65
O -2.808 3.150 -2.794  -0.49
H 0.565 0.231 -0.427  -0.43
H 0.609 0.453 -2.241  0.37
H -1.108 -1.073 -2.605  0.21
H 0.621 -1.968 0.300  -0.46
H -0.197 -3.367 0.773  0.45
H 0.579 -4.555 -0.970  0.32
H 0.490 -3.224 -2.198  0.41
H 2.725 -3.701 -1.799  0.67
H 2.339 -2.106 -1.163  0.36
H 3.341 -4.593 0.142  0.61
H 2.005 -3.990 1.061  0.13
H 3.700 -2.860 2.166  0.14
H 4.816 -2.959 0.829  0.43
H 4.083 -1.066 -0.050  0.19
H 2.648 -1.041 0.641  -0.09
H -2.878 -1.679 -1.868  1.71
H -6.371 -3.165 0.618  0.42
H -8.450 -2.156 -0.331  0.49
H -8.222 -0.850 -2.423  0.41
H -6.041 -0.481 -3.470  0.53
H -4.842 -1.346 1.351  0.21
H -4.855 -2.892 1.890  0.42
H -0.883 -5.864 0.281  0.56
H -1.684 -4.573 -0.578  -0.12
H -2.589 -5.967 0.013  0.63
H -0.802 -1.837 2.271  1.49
H -0.448 -0.431 1.363  -0.49
H -2.861 0.127 2.970  0.29
H -1.630 -0.656 3.924  0.48
H -1.431 1.772 3.740  0.25
H -0.103 0.893 3.568  0.31
H -3.598 -0.152 -0.602  0.17
H -3.732 0.243 1.065  1.25
H -1.126 1.246 0.513  -1.25
H -2.032 1.460 -0.959  0.92
H -2.013 3.200 0.958  0.49
H -3.295 2.257 1.669  0.67
H -4.391 2.429 -0.765  0.32
H -4.467 3.874 0.317  0.48
H -3.327 2.356 -2.592  0.33
C -5.546 5.723 -4.931  -0.36
C -5.306 4.524 -4.407  -0.22
C -6.305 3.442 -4.486  0.35
O -6.086 2.348 -4.003  -0.49
C -7.587 3.732 -5.171  -0.44
C -7.831 4.929 -5.696  -0.43
C -6.827 6.021 -5.618  0.27
O -7.049 7.111 -6.098  -0.55
H -4.827 6.530 -4.881  0.45
H -4.379 4.289 -3.905  0.63
H -8.304 2.921 -5.216  0.42
H -8.760 5.164 -6.200  0.40
C 2.224 4.397 1.887  -0.56
C 1.724 3.165 1.825  -0.12
C 2.488 2.063 1.197  0.33
O 2.047 0.929 1.145  -0.42
C 3.818 2.376 0.634  0.06
C 4.319 3.605 0.697  -0.49
C 3.565 4.713 1.332  0.10
O 4.023 5.833 1.395  -0.58
H 1.686 5.220 2.342  0.47
H 0.749 2.909 2.226  0.19
H 4.356 1.553 0.179  0.37
H 5.292 3.854 0.297  0.43
C 7.686 1.202 3.971  -0.28
C 7.914 0.032 4.562  -0.55
C 6.910 -1.062 4.514  0.24
O 7.119 -2.128 5.053  -0.56
C 5.647 -0.801 3.783  -0.25
C 5.418 0.370 3.194  -0.06
C 6.421 1.463 3.242  0.28
O 6.218 2.530 2.696  -0.51
H 8.405 2.012 3.993  0.47
H 8.830 -0.179 5.099  0.44
H 4.930 -1.611 3.755  0.42
H 4.501 0.570 2.655  0.34
C 9.802 1.776 0.178  -0.44
C 8.510 1.460 0.170  -0.10
C 8.021 0.225 -0.489  0.32
O 6.840 -0.058 -0.495  -0.46
C 9.027 -0.648 -1.141  -0.45
C 10.320 -0.334 -1.134  -0.41
C 10.810 0.903 -0.474  0.27
O 11.988 1.188 -0.466  -0.55
H 10.178 2.673 0.654  0.47
H 7.757 2.081 0.640  0.49
H 8.650 -1.545 -1.616  0.43
H 11.071 -0.956 -1.604  0.40

7.
Formula: C13H17IN2O3PbS
Source: the OMol25 dataset
Level of theory: ωB97M-V/def2-TZVPD

gap between HOMO and LUMO: 7.58 eV

Each line ends with the Mulliken charge.
CARTESIAN COORDINATES (ANGSTROEM)
C -0.070 3.753 0.948  -0.77
C 3.060 -0.042 -0.099  -1.59
H 0.095 3.490 -0.102  0.05
H 0.628 3.308 1.670  0.26
H -0.015 4.846 1.039  0.46
H 2.963 -0.516 -1.083  0.37
H 3.975 0.582 -0.070  0.44
H 3.141 -0.805 0.680  0.33
C -1.343 2.108 -1.903  -0.41
C -2.727 2.183 -2.087  -0.57
C -3.464 0.998 -2.058  -0.50
C -2.786 -0.203 -1.861  -0.64
H -0.738 3.020 -1.938  0.58
H -3.188 3.160 -2.214  0.39
H -4.545 1.000 -2.187  0.42
H -3.293 -1.167 -1.829  0.30
N -0.701 0.965 -1.636  -0.15
C -1.390 -0.194 -1.674  0.75
C -0.629 -1.459 -1.501  0.22
N 0.599 -1.385 -0.960  0.25
C 1.247 -2.505 -0.659  0.04
C -0.435 -3.877 -1.674  -0.60
C 0.800 -3.778 -1.032  -0.80
H 2.192 -2.386 -0.130  0.22
H 1.436 -4.630 -0.800  0.40
C -1.163 -2.706 -1.901  -0.63
H -2.132 -2.714 -2.396  0.32
H -0.829 -4.846 -1.989  0.40
Pb 1.446 1.331 0.259  1.10
I -2.030 3.191 1.563  0.02
C -0.755 -0.459 3.797  -1.03
S 0.013 -0.780 2.214  1.28
O 0.385 -2.182 2.158  -0.66
O -0.928 -0.311 1.184  -0.40
O 1.233 0.141 2.266  -0.75
H -1.625 -1.112 3.904  0.33
H -1.055 0.594 3.811  0.22
H -0.020 -0.668 4.579  0.36

8.
Formula: C34H59As2Ge2IO3PdSi3
Source: the OMol25 dataset
Level of theory: ωB97M-V/def2-TZVPD

gap between HOMO and LUMO (alpha / beta): 6.92 / 5.69 eV
net charge: +1
⟨S²⟩: 0.754
spin multiplicity: 2

Each line ends with the Mulliken charge.
CARTESIAN COORDINATES (ANGSTROEM)
Pd -0.804 0.069 0.107  -0.41
I 1.793 -2.986 6.961  0.12
C 0.961 -2.927 5.065  -0.42
C 0.555 -4.105 4.454  -0.74
C -0.002 -4.057 3.186  -0.22
C -0.127 -2.849 2.510  1.23
C 0.279 -1.675 3.135  0.31
C 0.812 -1.708 4.413  -0.34
C -0.700 -2.882 1.129  -2.38
O -1.599 -3.660 0.860  -0.65
O -0.146 -2.126 0.208  0.42
H 0.666 -5.051 4.966  0.43
H -0.340 -4.967 2.706  0.49
H 0.169 -0.725 2.624  0.09
H 1.124 -0.794 4.895  0.51
C 3.093 -3.083 1.138  -1.24
Ge 2.278 -3.198 -0.621  0.89
C 1.168 -4.740 -0.906  -1.05
C 3.651 -3.169 -1.993  -1.18
Ge 1.097 -0.704 -1.021  -0.24
C 0.409 -1.534 -2.664  1.28
C -0.895 -2.038 -2.743  -0.24
C -1.351 -2.650 -3.896  -0.49
C -0.508 -2.792 -4.994  -0.80
C 0.788 -2.310 -4.928  -0.90
C 1.243 -1.688 -3.772  -0.37
C 2.770 0.198 -1.434  1.35
C 2.859 0.874 -2.648  -1.15
C 4.067 1.434 -3.044  -0.65
C 5.181 1.342 -2.224  -0.80
C 5.093 0.683 -1.006  -0.86
C 3.894 0.104 -0.617  -0.17
H 3.082 -4.090 1.562  0.39
H 2.569 -2.426 1.827  0.31
H 4.125 -2.749 1.033  0.54
H 1.853 -5.584 -1.021  0.54
H 0.585 -4.635 -1.820  0.29
H 0.492 -4.937 -0.080  0.25
H 4.395 -3.886 -1.634  0.57
H 4.135 -2.204 -2.124  0.24
H 3.251 -3.515 -2.943  0.36
H -1.557 -1.953 -1.890  -0.33
H -2.365 -3.025 -3.941  0.46
H -0.863 -3.281 -5.891  0.38
H 1.449 -2.412 -5.779  0.43
H 2.259 -1.317 -3.749  0.60
H 1.997 0.952 -3.302  0.86
H 4.133 1.951 -3.993  0.42
H 6.119 1.782 -2.535  0.43
H 5.960 0.612 -0.363  0.46
H 3.844 -0.415 0.333  0.36
C 0.413 5.848 -0.305  -1.14
Si 1.276 4.226 -0.524  0.61
C 2.766 4.071 0.583  -1.11
C 1.769 3.988 -2.291  -0.67
As 0.110 2.287 0.131  -0.10
Si -0.704 2.790 2.322  0.69
C -0.765 4.647 2.545  -1.28
C -2.401 2.177 2.748  -0.80
C 0.567 2.104 3.516  -1.26
Si -1.914 2.083 -1.371  1.06
C -2.461 3.869 -1.475  -1.08
C -1.313 1.671 -3.087  -0.43
C -3.508 1.170 -1.017  -0.85
H 1.021 6.536 -0.902  0.39
H 0.417 6.189 0.726  0.37
H -0.602 5.890 -0.679  0.34
H 3.568 4.675 0.146  0.46
H 3.116 3.039 0.627  0.21
H 2.601 4.423 1.602  0.33
H 2.313 4.869 -2.644  0.56
H 0.919 3.839 -2.955  0.30
H 2.424 3.126 -2.367  -0.19
H -1.344 5.133 1.761  0.29
H 0.222 5.110 2.584  0.31
H -1.256 4.866 3.497  0.45
H -3.156 2.511 2.032  0.23
H -2.612 2.636 3.718  0.59
H -2.469 1.094 2.819  -0.13
H 0.972 2.918 4.119  0.57
H 1.404 1.610 3.019  0.29
H 0.110 1.386 4.196  0.30
H -1.678 4.472 -1.930  0.18
H -2.703 4.293 -0.498  0.29
H -3.348 3.962 -2.109  0.53
H -0.484 2.314 -3.383  0.03
H -2.143 1.869 -3.772  0.50
H -1.001 0.635 -3.230  -0.07
H -3.871 1.353 -0.006  -0.08
H -3.441 0.090 -1.158  0.08
H -4.216 1.584 -1.740  0.56
C -5.431 -0.525 1.781  -1.22
As -3.901 -1.627 1.428  0.49
C -3.772 -2.782 2.941  -1.04
C -4.313 -2.621 -0.152  -1.01
O -2.552 -0.651 1.293  -0.16
H -6.269 -1.141 2.103  0.46
H -5.708 0.022 0.881  0.40
H -5.168 0.176 2.572  0.37
H -4.729 -3.283 3.081  0.50
H -3.560 -2.147 3.801  0.35
H -2.976 -3.503 2.789  0.18
H -4.753 -3.578 0.124  0.53
H -3.385 -2.805 -0.687  0.07
H -5.020 -2.043 -0.744  0.41